[1]
{"formula": "C26H43NO18", "method": "wB97M-V/def2-TZVPD", "species": ["C", "C", "C", "O", "C", "O", "O", "H", "H", "H", "H", "H", "H", "C", "C", "C", "O", "C", "O", "O", "H", "H", "H", "H", "H", "H", "C", "C", "C", "O", "C", "O", "O", "H", "H", "H", "H", "H", "H", "C", "C", "C", "O", "C", "O", "O", "H", "H", "H", "H", "H", "H", "C", "O", "C", "O", "O", "C", "H", "H", "H", "H", "H", "H", "C", "O", "C", "O", "O", "C", "H", "H", "H", "H", "H", "H", "C", "C", "C", "C", "N", "H", "H", "H", "H", "H", "H", "H"], "positions_angstrom": [[5.568, -0.035, -2.639], [5.145, 0.900, -3.772], [4.885, 0.309, -5.160], [3.531, 0.656, -5.448], [3.011, 1.279, -4.446], [1.805, 1.609, -4.356], [3.877, 1.438, -3.466], [4.846, -0.826, -2.520], [5.503, 0.460, -1.643], [6.667, -0.301, -2.811], [5.741, 1.753, -3.870], [4.913, -0.765, -5.105], [5.648, 0.615, -5.886], [-3.544, -1.197, 3.046], [-3.187, 0.227, 3.213], [-1.806, 0.808, 2.732], [-2.187, 2.125, 2.308], [-3.483, 2.148, 2.111], [-4.070, 3.195, 1.658], [-4.113, 1.055, 2.538], [-2.726, -1.803, 3.404], [-3.649, -1.339, 1.976], [-4.400, -1.579, 3.556], [-3.391, 0.409, 4.242], [-1.408, 0.264, 1.865], [-1.134, 0.816, 3.585], [-2.058, -5.139, 0.154], [-2.382, -4.879, 1.610], [-3.372, -5.943, 2.227], [-2.517, -6.698, 3.100], [-1.338, -6.061, 3.246], [-0.541, -6.400, 4.090], [-1.230, -5.048, 2.421], [-2.992, -5.276, -0.386], [-1.470, -6.045, 0.071], [-1.538, -4.320, -0.286], [-2.634, -3.815, 1.686], [-3.956, -6.526, 1.503], [-4.165, -5.505, 2.863], [-1.773, 2.551, -1.231], [-1.903, 1.085, -1.679], [-0.742, 0.365, -2.371], [-0.516, -0.765, -1.588], [-1.360, -0.863, -0.569], [-1.462, -1.792, 0.227], [-2.157, 0.148, -0.631], [-1.267, 3.069, -1.993], [-1.180, 2.522, -0.315], [-2.781, 2.848, -0.990], [-2.845, 1.044, -2.321], [0.253, 0.878, -2.479], [-0.990, 0.086, -3.405], [1.900, 3.359, -0.701], [1.225, 2.294, -0.020], [1.925, 1.094, 0.230], [3.190, 0.881, -0.381], [1.390, 0.167, 0.955], [1.815, -1.164, 0.642], [2.061, 3.043, -1.773], [2.865, 3.555, -0.245], [1.362, 4.269, -0.795], [2.835, -1.476, 0.807], [1.769, -1.376, -0.428], [1.179, -1.917, 1.152], [-0.360, 6.325, 6.450], [-0.047, 5.894, 5.177], [-0.942, 5.915, 4.211], [-2.315, 6.380, 4.411], [-0.455, 5.412, 3.058], [-1.283, 5.252, 1.909], [-0.986, 5.644, 7.030], [-0.882, 7.271, 6.405], [0.566, 6.471, 7.061], [-1.099, 6.145, 1.260], [-2.363, 5.418, 2.105], [-1.090, 4.330, 1.397], [0.640, -3.896, -2.291], [1.821, -3.446, -3.098], [1.756, -1.962, -3.501], [0.694, -1.622, -4.451], [-0.080, -1.343, -5.290], [0.599, -3.314, -1.347], [0.659, -4.964, -2.090], [-0.282, -3.759, -2.874], [1.856, -3.972, -4.047], [2.767, -3.654, -2.589], [2.751, -1.592, -3.770], [1.432, -1.405, -2.635]], "lumo_energy_ha": 0.012, "orbital_gap_ev": 10.1, "total_charge": 0, "e_above_lowest_kcal_mol": 19.1, "smiles": "C[C@H]1COC(=O)O1.C[C@H]1COC(=O)O1.C[C@H]1COC(=O)O1.C[C@H]1COC(=O)O1.COC(=O)OC.COC(=O)OC.CCCC#N", "energy_ha": -2425.46210}



[2]
{"formula": "C26H44F2N2O8S2", "method": "wB97M-V/def2-TZVPD", "species": ["C", "C", "O", "N", "H", "H", "C", "H", "H", "H", "H", "H", "H", "C", "C", "O", "N", "H", "H", "C", "H", "H", "H", "H", "H", "H", "O", "H", "O", "H", "F", "C", "C", "C", "C", "C", "C", "H", "H", "H", "H", "H", "F", "C", "C", "C", "C", "C", "C", "H", "H", "H", "H", "H", "C", "C", "C", "S", "O", "O", "C", "H", "H", "H", "H", "H", "H", "H", "H", "C", "C", "C", "S", "O", "O", "C", "H", "H", "H", "H", "H", "H", "H", "H"], "positions_angstrom": [[0.280, 1.999, 0.166], [-0.829, 0.959, -0.087], [-1.867, 1.165, -0.725], [-0.438, -0.453, 0.468], [0.448, -0.686, 0.638], [-0.870, -0.715, 1.386], [-1.115, -1.576, -0.308], [-0.003, 2.468, 1.003], [0.427, 2.667, -0.792], [1.253, 1.417, 0.516], [-0.641, -1.698, -1.274], [-2.115, -1.516, -0.312], [-1.127, -2.468, 0.297], [-0.163, -2.440, 4.618], [0.296, -1.008, 4.890], [0.646, -0.719, 5.952], [0.529, -0.063, 3.693], [1.037, -0.454, 2.913], [-0.358, 0.147, 3.198], [0.984, 1.247, 4.011], [0.514, -3.172, 5.130], [-0.404, -2.695, 3.648], [-1.104, -2.386, 5.182], [1.058, 2.002, 3.185], [1.812, 1.302, 4.674], [0.331, 1.884, 4.504], [-1.885, -0.158, 2.618], [-2.318, -1.005, 2.765], [1.888, -0.972, 1.648], [2.443, -1.507, 1.517], [3.996, 3.450, -2.784], [3.149, 2.490, -2.663], [2.512, 1.970, -3.809], [1.895, 0.691, -3.800], [2.004, -0.141, -2.707], [2.639, 0.457, -1.525], [3.268, 1.692, -1.628], [2.625, 2.665, -4.642], [1.595, 0.455, -4.736], [1.399, -1.027, -2.663], [2.448, 0.143, -0.508], [3.873, 1.924, -0.810], [-2.034, -1.684, -4.596], [-2.430, -2.498, -3.597], [-3.566, -2.261, -2.768], [-3.989, -3.187, -1.863], [-3.249, -4.284, -1.536], [-2.035, -4.543, -2.257], [-1.673, -3.704, -3.209], [-3.965, -1.329, -2.761], [-4.886, -2.846, -1.172], [-3.514, -4.959, -0.668], [-1.579, -5.368, -2.030], [-0.655, -4.056, -3.665], [1.742, -3.938, -0.943], [1.041, -4.266, 0.438], [1.805, -4.809, 1.417], [3.535, -4.351, 0.966], [4.212, -5.589, 0.551], [4.061, -3.458, 1.993], [3.097, -3.447, -0.492], [1.307, -3.309, -1.599], [1.641, -4.881, -1.422], [0.131, -4.725, 0.352], [0.690, -3.369, 0.902], [1.720, -5.887, 1.179], [1.607, -4.628, 2.540], [3.856, -3.596, -1.365], [3.167, -2.466, -0.072], [-1.839, 5.249, -0.360], [-2.810, 5.969, -1.287], [-2.506, 7.299, -1.417], [-1.582, 7.723, -0.008], [-2.424, 8.491, 0.905], [-0.239, 8.175, -0.256], [-1.366, 6.151, 0.804], [-0.998, 4.981, -1.101], [-2.324, 4.337, -0.228], [-3.732, 5.922, -0.656], [-2.798, 5.367, -2.210], [-3.363, 7.969, -1.503], [-1.817, 7.392, -2.446], [-1.963, 6.167, 1.718], [-0.388, 5.905, 0.873]], "lumo_energy_ha": 0.004, "orbital_gap_ev": 9.4, "total_charge": 0, "energy_ha": -2724.16635}



[3]
{"formula": "C26H44F3N3O3ReSSbSe4Si", "method": "wB97M-V/def2-TZVPD", "species": ["Re", "Se", "Sb", "Se", "Se", "Se", "F", "C", "F", "F", "C", "C", "C", "C", "C", "C", "C", "C", "H", "H", "H", "H", "C", "C", "C", "C", "O", "Si", "S", "O", "C", "C", "C", "C", "O", "C", "C", "C", "C", "H", "H", "H", "H", "H", "H", "H", "H", "H", "H", "H", "H", "H", "H", "H", "H", "H", "H", "H", "H", "H", "H", "H", "H", "H", "H", "H", "C", "N", "C", "C", "N", "N", "C", "C", "H", "H", "H", "H", "H", "H", "H", "H", "H", "H", "H", "H", "H"], "positions_angstrom": [[-2.431, -1.226, -0.870], [-4.026, -5.115, -1.941], [-4.372, -3.854, -0.026], [-1.693, -3.286, 0.436], [-4.625, -0.931, -1.017], [-5.521, -3.522, 1.941], [2.110, 6.999, -2.294], [1.030, 6.913, -1.512], [1.387, 7.287, -0.274], [0.126, 7.797, -1.953], [0.453, 5.518, -1.496], [-0.699, 5.292, -0.750], [-1.230, 4.021, -0.679], [-0.627, 2.971, -1.385], [0.516, 3.216, -2.151], [1.063, 4.487, -2.193], [-1.164, 1.657, -1.278], [-1.627, 0.528, -1.187], [-1.165, 6.110, -0.216], [-2.113, 3.827, -0.083], [0.985, 2.402, -2.691], [1.957, 4.680, -2.768], [-1.182, 2.170, 2.817], [0.308, 1.959, 2.622], [1.061, 1.931, 3.943], [0.906, 2.987, 1.681], [0.469, 0.670, 1.909], [0.294, -0.859, 2.291], [-1.849, -1.315, 1.426], [0.013, -1.195, 3.813], [0.148, -2.355, 4.708], [-0.470, -3.572, 4.045], [1.631, -2.555, 4.967], [-0.600, -1.971, 5.970], [1.148, -1.901, 1.432], [2.242, -1.717, 0.471], [1.724, -0.873, -0.685], [3.400, -1.043, 1.186], [2.607, -3.119, 0.028], [-1.367, 3.139, 3.282], [-1.600, 1.399, 3.470], [-1.696, 2.148, 1.853], [1.003, 2.913, 4.414], [2.116, 1.702, 3.778], [0.637, 1.201, 4.628], [0.779, 3.987, 2.095], [0.411, 2.947, 0.707], [1.973, 2.805, 1.544], [0.047, -3.808, 3.110], [-1.535, -3.410, 3.854], [-0.377, -4.436, 4.704], [2.154, -2.808, 4.041], [1.780, -3.370, 5.675], [2.069, -1.650, 5.389], [-1.651, -1.778, 5.751], [-0.163, -1.077, 6.416], [-0.541, -2.782, 6.697], [1.528, 0.152, -0.366], [0.792, -1.294, -1.075], [2.460, -0.853, -1.491], [3.105, -0.059, 1.557], [4.235, -0.905, 0.498], [3.745, -1.653, 2.022], [1.765, -3.598, -0.476], [2.882, -3.729, 0.889], [3.454, -3.089, -0.657], [-2.997, 0.187, -4.087], [-1.605, -0.249, -4.167], [-0.694, 0.739, -4.742], [-1.191, -1.418, -3.684], [-1.807, -1.987, -2.597], [-0.167, -2.067, -4.244], [0.168, -1.940, -5.667], [0.510, -3.167, -3.560], [-3.287, 0.575, -5.063], [-3.112, 0.978, -3.344], [-3.640, -0.649, -3.841], [-0.903, 1.698, -4.266], [-0.837, 0.847, -5.817], [0.337, 0.469, -4.535], [-1.803, -2.999, -2.667], [-0.635, -1.445, -6.201], [0.285, -2.943, -6.076], [1.099, -1.395, -5.814], [0.446, -3.045, -2.483], [1.559, -3.162, -3.849], [0.080, -4.131, -3.845]], "lumo_energy_ha": -0.283, "orbital_gap_ev": 5.8, "total_charge": 2, "e_above_lowest_kcal_mol": 26.3, "energy_ha": -12318.29825}



[4]
{"formula": "C26H44F6Ge2NO8PPdS2", "method": "wB97M-V/def2-TZVPD", "species": ["Pd", "F", "C", "F", "F", "S", "O", "O", "N", "S", "O", "O", "C", "F", "F", "F", "C", "C", "Ge", "C", "C", "C", "C", "Ge", "C", "C", "C", "C", "C", "C", "C", "C", "C", "C", "H", "H", "H", "H", "H", "H", "H", "H", "H", "H", "H", "H", "H", "H", "H", "H", "H", "H", "H", "H", "H", "H", "H", "H", "H", "H", "C", "C", "C", "C", "O", "P", "O", "O", "O", "C", "C", "C", "C", "H", "H", "H", "H", "H", "H", "H", "H", "H", "H", "H", "H", "H", "H", "H", "H", "H", "H"], "positions_angstrom": [[-0.219, 0.099, -0.253], [4.565, -0.212, -0.336], [3.968, -1.070, 0.491], [4.311, -2.309, 0.140], [4.393, -0.836, 1.727], [2.132, -0.864, 0.370], [1.892, 0.514, 0.785], [1.856, -1.063, -1.034], [1.728, -1.936, 1.414], [0.321, -1.804, 2.183], [-0.320, -2.987, 2.659], [-0.392, -0.528, 1.981], [1.123, -1.271, 3.808], [1.831, -0.142, 3.641], [1.946, -2.203, 4.295], [0.185, -1.024, 4.732], [-3.428, 0.215, 2.641], [-3.421, -0.633, 1.369], [-2.585, 0.382, -0.144], [-3.304, 0.424, -2.029], [-2.404, 1.294, -2.907], [-2.986, 2.280, 0.257], [-2.061, 3.234, 0.110], [-0.197, 2.471, 0.110], [0.643, 2.911, 1.873], [0.680, 4.379, 2.288], [1.026, 2.673, -1.497], [1.187, 4.081, -2.063], [-2.328, 4.684, 0.047], [-1.265, 5.579, -0.086], [-1.476, 6.945, -0.176], [-2.766, 7.448, -0.147], [-3.837, 6.572, -0.035], [-3.624, 5.208, 0.061], [-3.758, -0.388, 3.488], [-4.093, 1.073, 2.541], [-2.424, 0.580, 2.855], [-4.435, -0.932, 1.105], [-2.817, -1.526, 1.520], [-4.308, 0.851, -1.967], [-3.361, -0.583, -2.430], [-2.264, 2.284, -2.468], [-2.845, 1.423, -3.898], [-1.433, 0.814, -3.024], [-4.033, 2.548, 0.403], [1.644, 2.490, 1.839], [0.078, 2.326, 2.603], [1.265, 4.981, 1.590], [1.150, 4.458, 3.269], [-0.321, 4.805, 2.352], [0.661, 1.989, -2.269], [1.979, 2.280, -1.141], [0.231, 4.495, -2.384], [1.856, 4.057, -2.923], [1.617, 4.751, -1.317], [-0.260, 5.176, -0.118], [-0.631, 7.615, -0.266], [-2.939, 8.514, -0.217], [-4.851, 6.952, -0.020], [-4.476, 4.547, 0.145], [-4.927, -2.918, -1.251], [-3.575, -3.571, -0.970], [-3.332, -4.640, -2.038], [-3.535, -4.184, 0.431], [-2.615, -2.481, -1.073], [-1.020, -2.462, -1.119], [-0.719, -1.252, -1.978], [-0.462, -2.343, 0.281], [-0.621, -3.819, -1.806], [0.361, -4.854, -1.470], [0.246, -5.846, -2.624], [0.020, -5.522, -0.142], [1.769, -4.286, -1.420], [-5.730, -3.609, -0.993], [-5.007, -2.662, -2.309], [-5.040, -2.003, -0.674], [-4.247, -5.215, -2.178], [-2.533, -5.317, -1.751], [-3.056, -4.163, -2.979], [-3.950, -5.191, 0.405], [-4.113, -3.589, 1.138], [-2.506, -4.239, 0.789], [-0.739, -6.312, -2.639], [1.005, -6.620, -2.515], [0.398, -5.326, -3.570], [-0.986, -5.946, -0.165], [0.083, -4.810, 0.678], [0.732, -6.327, 0.040], [1.965, -3.666, -2.296], [2.488, -5.104, -1.385], [1.902, -3.678, -0.534]], "lumo_energy_ha": [-0.014, -0.113], "orbital_gap_ev": [8.3, 5.7], "total_charge": 0, "spin_multiplicity": 3, "e_above_lowest_kcal_mol": 64.6, "energy_ha": -7692.40389}



[5]
{"formula": "C26H45B3Br2F4N4O3", "method": "wB97M-V/def2-TZVPD", "species": ["C", "C", "C", "C", "B", "O", "B", "C", "C", "F", "O", "B", "C", "C", "C", "F", "Br", "C", "F", "F", "Br", "O", "H", "H", "H", "H", "H", "H", "H", "H", "H", "H", "H", "H", "H", "H", "H", "H", "H", "C", "C", "C", "C", "N", "H", "H", "H", "H", "H", "H", "H", "C", "C", "C", "C", "N", "H", "H", "H", "H", "H", "H", "H", "C", "C", "C", "C", "N", "H", "H", "H", "H", "H", "H", "H", "C", "C", "C", "C", "N", "H", "H", "H", "H", "H", "H", "H"], "positions_angstrom": [[-2.993, -0.036, 2.235], [-3.487, -1.035, 3.301], [-3.626, -2.477, 2.765], [-5.113, -2.853, 2.553], [-5.530, -2.555, 1.067], [-6.344, -1.498, 0.668], [-5.751, -0.830, -0.404], [-5.721, 0.749, -0.364], [-4.733, 1.264, -1.414], [-5.334, 1.383, -2.640], [-5.185, -1.555, -1.455], [-4.490, -2.663, -1.008], [-3.124, -3.196, -1.595], [-2.654, -2.538, -2.930], [-1.274, -1.949, -2.958], [-1.103, -1.421, -4.179], [-1.024, -0.468, -1.718], [-0.113, -3.040, -2.796], [0.598, -3.045, -3.888], [-0.568, -4.241, -2.647], [1.108, -2.540, -1.379], [-5.072, -3.371, 0.032], [-3.075, -0.457, 1.243], [-3.578, 0.874, 2.281], [-1.971, 0.236, 2.462], [-2.733, -1.069, 4.072], [-4.446, -0.689, 3.661], [-3.085, -2.591, 1.829], [-3.149, -3.144, 3.469], [-5.213, -3.913, 2.769], [-5.742, -2.343, 3.270], [-5.390, 1.123, 0.590], [-6.689, 1.142, -0.656], [-3.883, 0.605, -1.519], [-4.335, 2.231, -1.111], [-2.323, -3.151, -0.865], [-3.293, -4.247, -1.805], [-2.708, -3.274, -3.722], [-3.341, -1.752, -3.218], [7.227, -1.637, -1.631], [5.866, -2.129, -2.109], [4.732, -1.146, -1.799], [4.617, -0.937, -0.353], [4.528, -0.781, 0.765], [7.253, -1.520, -0.546], [8.002, -2.354, -1.902], [7.475, -0.678, -2.089], [5.650, -3.094, -1.646], [5.904, -2.292, -3.187], [3.785, -1.534, -2.172], [4.918, -0.185, -2.281], [-6.147, 6.690, -0.766], [-5.311, 6.297, 0.447], [-5.017, 4.795, 0.506], [-6.264, 4.025, 0.589], [-7.230, 3.437, 0.662], [-7.128, 6.215, -0.745], [-6.307, 7.768, -0.785], [-5.648, 6.406, -1.695], [-5.831, 6.603, 1.356], [-4.364, 6.839, 0.422], [-4.407, 4.561, 1.378], [-4.470, 4.478, -0.383], [10.322, 1.943, -4.751], [10.836, 0.754, -3.947], [10.718, -0.574, -4.703], [9.318, -0.864, -5.027], [8.236, -1.083, -5.277], [9.259, 1.844, -4.975], [10.452, 2.867, -4.189], [10.862, 2.042, -5.694], [10.283, 0.690, -3.008], [11.884, 0.920, -3.690], [11.110, -1.391, -4.097], [11.290, -0.538, -5.630], [0.736, 1.553, 6.447], [1.091, 0.341, 7.301], [1.357, -0.915, 6.465], [0.169, -1.283, 5.690], [-0.757, -1.567, 5.099], [-0.187, 1.391, 5.887], [0.585, 2.431, 7.075], [1.533, 1.777, 5.736], [0.280, 0.150, 8.007], [1.982, 0.565, 7.889], [1.620, -1.753, 7.111], [2.182, -0.749, 5.774]], "lumo_energy_ha": 0.015, "orbital_gap_ev": 10.2, "total_charge": 0, "energy_ha": -7084.72337}